DFT (ωB97M-V/def2-TZVPD) results for a molecular structure, C26H28BrCeIN4O5 in a non-equilibrium geometry.

The calculation puts the energy above the lowest of the compared OMol25 structures with the same formula, charge and spin at 17.3 kcal per mole. As for the spin multiplicity: 1. The value obtained for the frontier orbital gap is 6.46 eV. The calculation puts the LUMO energy at -7.48 eV. The charge is +2.

Element x y z (Å)
Ce -0.301 0.392 -0.344
C -0.291 0.744 4.285
C -0.744 -0.591 3.771
N -1.340 -1.407 4.606
C -1.745 -2.614 4.188
C -1.556 -3.075 2.910
C -2.102 -4.431 2.518
O -1.117 -5.311 1.992
C -0.918 -2.221 1.973
C -0.725 -2.739 0.640
N -0.584 -2.096 -0.486
C -0.681 -2.873 -1.679
C -1.373 -4.094 -1.715
C -1.461 -4.853 -2.865
C -0.892 -4.411 -4.049
C -0.254 -3.184 -4.069
C -0.165 -2.444 -2.903
I 0.808 -0.548 -3.118
C -0.502 -0.945 2.410
O 0.171 -0.128 1.621
H -0.206 0.691 5.366
H -1.027 1.513 4.039
H 0.666 1.029 3.846
H -2.238 -3.227 4.934
H -2.850 -4.312 1.731
H -2.608 -4.874 3.376
H -0.572 -5.648 2.713
H -0.746 -3.825 0.607
H -1.876 -4.453 -0.828
H -1.991 -5.795 -2.839
H -0.959 -5.001 -4.952
H 0.167 -2.795 -4.986
C 2.385 3.833 -0.748
N 3.359 2.761 -0.947
C 4.472 3.130 -1.821
C 3.011 1.497 -0.650
O 1.777 1.226 -0.427
N 3.947 0.538 -0.551
C 5.369 0.810 -0.354
C 3.591 -0.872 -0.427
H 2.918 4.733 -0.446
H 1.683 3.563 0.032
H 1.833 4.040 -1.668
H 4.089 3.788 -2.602
H 4.904 2.259 -2.302
H 5.246 3.670 -1.275
H 5.523 1.833 -0.027
H 5.948 0.615 -1.257
H 5.736 0.149 0.430
H 2.519 -0.998 -0.351
H 4.042 -1.286 0.475
H 3.960 -1.429 -1.289
Br -1.037 2.787 1.248
C -2.568 3.522 0.318
C -3.197 4.652 0.792
C -4.300 5.122 0.091
C -4.741 4.474 -1.054
C -4.089 3.342 -1.520
C -2.995 2.857 -0.823
C -2.172 1.665 -1.183
O -2.451 0.533 -0.690
O -1.078 1.854 -1.787
H -2.836 5.156 1.678
H -4.811 6.004 0.452
H -5.598 4.857 -1.590
H -4.421 2.840 -2.419

***

DFT (ωB97M-V/def2-TZVPD) results for 2 unconnected molecules or ions with the total composition C8H21N2 in a non-equilibrium geometry.

The calculation puts the energy above the lowest of the compared OMol25 structures with the same formula, charge and spin at 46.7 kcal per mole. As for the spin multiplicity: 1. The value obtained for the frontier orbital gap is 9.00 eV. The calculation puts the LUMO energy at -4.18 eV. The charge is +1.

Element x y z (Å)
C -0.636 0.880 2.223
C 1.695 1.254 1.307
C -0.135 2.629 0.654
C -0.910 -1.534 0.582
C -2.165 -0.514 -1.093
C 0.741 -3.350 -1.230
C 0.202 1.075 -1.471
C 0.200 1.208 1.001
N -1.004 -0.535 -0.221
N -0.192 0.535 -0.220
H -0.270 -0.098 2.622
H -0.437 1.592 3.068
H -1.679 0.778 1.886
H 2.212 2.209 0.865
H 2.205 0.391 0.842
H 1.802 1.204 2.520
H 0.010 3.215 1.568
H 0.524 2.927 -0.139
H -1.210 2.594 0.458
H -1.825 -2.043 0.703
H 1.425 -4.121 -0.909
H -0.146 -1.425 1.295
H -2.386 0.580 -1.321
H -1.842 -0.826 -2.114
H -3.104 -1.030 -0.637
H -0.241 -3.607 -0.939
H 1.202 -2.329 -0.991
H 0.830 -3.424 -2.355
H 1.294 1.457 -1.473
H 0.196 0.303 -2.191
H -0.404 1.934 -1.718

***

DFT (ωB97M-V/def2-TZVPD) results for 7 unconnected molecules or ions with the total composition C24H50NO13S5 in a non-equilibrium geometry.

The calculation puts the energy above the lowest of the compared OMol25 structures with the same formula, charge and spin at 17.6 kcal per mole. As for the spin multiplicity: 1. The value obtained for the frontier orbital gap is 10.08 eV. The calculation puts the LUMO energy at -2.01 eV. The charge is +1.

Element x y z (Å)
N 0.449 1.050 0.405
H -0.497 0.761 0.311
H 0.430 2.047 0.412
H 0.752 0.782 -0.522
H 0.993 0.652 1.267
C 2.180 2.040 7.036
C 0.981 1.592 6.060
C 1.311 1.762 4.541
O 1.337 0.508 4.121
C 0.958 -0.413 5.086
O 1.007 -1.610 5.016
O 0.770 0.233 6.178
H 3.077 1.421 6.724
H 1.968 1.669 8.138
H 2.382 3.221 7.195
H 0.132 2.155 6.517
H 2.293 2.202 4.305
H 0.465 2.222 4.001
C -0.723 -5.163 1.109
C 0.188 -4.564 2.181
C 1.425 -4.046 1.589
S 0.805 -3.292 0.166
O 1.675 -3.564 -0.930
O 0.462 -1.901 0.456
C -0.634 -4.291 -0.107
H -1.654 -5.120 1.661
H -0.401 -6.139 0.789
H 0.227 -5.129 3.098
H -0.284 -3.879 2.643
H 1.937 -5.073 1.424
H 2.040 -3.087 2.173
H -0.520 -4.787 -0.975
H -1.479 -3.584 -0.351
C -4.067 0.537 4.089
C -2.548 0.820 4.108
C -1.899 -0.472 3.749
S -2.810 -1.113 2.353
O -2.954 -2.466 2.403
O -2.501 -0.356 1.126
C -4.309 -0.358 2.891
H -4.709 1.333 4.152
H -4.444 -0.050 5.087
H -2.068 1.236 4.990
H -2.114 1.686 3.372
H -1.894 -1.117 4.554
H -0.821 -0.146 3.319
H -5.110 -0.854 3.097
H -4.896 0.181 2.116
C -4.624 -0.769 -3.501
C -4.206 0.544 -4.264
C -3.909 1.603 -3.139
S -3.261 0.719 -1.721
O -4.167 1.153 -0.657
O -1.848 0.873 -1.533
C -3.662 -0.816 -2.293
H -4.475 -1.634 -4.379
H -5.732 -0.788 -3.212
H -4.916 1.094 -4.861
H -3.301 0.361 -4.899
H -4.759 2.260 -2.878
H -2.965 2.258 -3.421
H -3.972 -1.356 -1.440
H -2.822 -1.313 -2.616
C 5.807 4.774 -2.062
C 4.412 5.339 -2.593
C 3.462 4.157 -2.516
S 4.018 2.969 -1.483
O 4.285 1.723 -2.286
O 3.197 2.923 -0.326
C 5.468 3.809 -0.927
H 6.526 5.602 -1.649
H 6.478 4.208 -2.817
H 4.560 5.625 -3.651
H 4.055 5.997 -1.850
H 3.286 3.687 -3.492
H 2.399 4.468 -2.174
H 6.081 3.134 -0.763
H 5.117 4.109 0.073
C 1.646 -2.411 -5.212
C 0.786 -1.573 -5.907
C -0.391 -1.212 -5.002
S 0.300 -1.171 -3.375
O -0.319 -2.016 -2.430
O 0.488 0.187 -3.061
C 1.812 -1.824 -3.715
H 2.681 -2.537 -5.690
H 1.225 -3.467 -5.198
H 0.420 -1.909 -6.764
H 1.265 -0.621 -6.171
H -1.200 -2.053 -4.955
H -0.899 -0.321 -5.220
H 2.262 -2.474 -3.046
H 2.520 -0.870 -4.019

***

DFT (ωB97M-V/def2-TZVPD) results for a molecular structure, C34H39ClN4O2P2Ru in a non-equilibrium geometry.

The calculation puts the energy above the lowest of the compared OMol25 structures with the same formula, charge and spin at 0.0 kcal per mole. As for the spin multiplicity: 5. The value obtained for the frontier orbital gap (spin up / spin down) is 5.97 / 2.74 eV. The calculation puts the LUMO energy (spin up / spin down) at -6.02 / -9.26 eV. The charge is +2.

Element x y z (Å)
Ru 0.253 -0.298 3.901
C -1.054 1.820 3.595
C -1.337 0.717 2.758
C -0.864 0.592 1.324
C 0.463 -0.155 1.045
C 1.450 -0.117 2.164
C 1.719 1.025 2.960
C 1.252 2.428 2.663
C -0.060 2.890 3.338
C 1.668 -1.340 4.829
H -1.683 2.025 4.451
H -2.245 0.156 3.032
H -0.822 1.574 0.845
H -1.651 0.043 0.787
H 0.257 -1.215 0.874
H 0.849 0.254 0.111
H 2.139 -0.974 2.220
H 2.617 0.964 3.617
H 1.152 2.612 1.588
H 2.019 3.117 3.030
H 0.147 3.342 4.319
H -0.413 3.712 2.705
H 1.688 -1.061 5.899
H 2.665 -1.136 4.423
H 1.478 -2.427 4.800
P 1.565 -1.153 -3.778
P -1.545 -0.702 -3.414
N 2.978 -0.156 -3.902
N 2.254 -2.454 -4.982
N -1.737 1.061 -3.355
N -3.179 -1.045 -4.020
C 0.661 -0.263 -5.145
C -0.817 -0.656 -5.143
C 3.471 0.497 -2.758
C 4.510 1.331 -3.145
C 4.678 1.188 -4.569
C 3.718 0.284 -5.008
C 2.419 -3.779 -4.564
C 2.896 -4.545 -5.626
C 3.031 -3.661 -6.754
C 2.632 -2.400 -6.320
C -1.562 1.742 -2.147
C -1.694 3.103 -2.368
C -1.957 3.285 -3.765
C -1.970 2.020 -4.340
C -4.033 -0.344 -4.882
C -5.110 -1.159 -5.210
C -4.886 -2.433 -4.571
C -3.692 -2.345 -3.878
H 1.111 -0.632 -6.083
H 0.787 0.840 -5.082
H -1.382 0.079 -5.745
H -0.971 -1.670 -5.569
H 3.022 0.295 -1.800
H 5.069 1.986 -2.503
H 5.398 1.685 -5.195
H 3.527 -0.101 -5.995
H 2.199 -4.065 -3.540
H 3.127 -5.602 -5.616
H 3.374 -3.899 -7.751
H 2.619 -1.484 -6.899
H -1.381 1.176 -1.238
H -1.608 3.884 -1.627
H -2.120 4.210 -4.289
H -2.160 1.748 -5.371
H -3.823 0.667 -5.193
H -5.954 -0.880 -5.821
H -5.537 -3.294 -4.620
H -3.142 -3.074 -3.297
Cl -1.517 0.969 12.481
C -1.371 0.595 10.833
C -1.594 -0.705 10.365
C -1.452 -1.002 8.997
C -1.074 -0.029 8.051
C -0.861 1.278 8.533
C -1.018 1.584 9.906
C -0.929 -0.466 6.565
O -1.336 -1.594 6.280
O -0.382 0.394 5.736
H -1.868 -1.470 11.080
H -1.643 -2.030 8.682
H -0.573 2.053 7.827
H -0.853 2.588 10.265

***

DFT (ωB97M-V/def2-TZVPD) results for 2 unconnected molecules or ions with the total composition C5H16N2O in a non-equilibrium geometry.

The calculation puts the energy above the lowest of the compared OMol25 structures with the same formula, charge and spin at 29.7 kcal per mole. Its SMILES is CCN(C)CCN.O. As for the spin multiplicity: 1. The value obtained for the frontier orbital gap is 8.70 eV. The calculation puts the LUMO energy at 0.69 eV.

Element x y z (Å)
C 1.583 0.345 1.346
C 0.155 -0.159 1.466
N -0.898 0.490 0.704
C -1.214 1.845 1.136
C -0.843 0.391 -0.743
C 0.159 1.273 -1.536
N 0.989 0.533 -2.498
H 2.306 -0.341 1.787
H 1.652 1.347 1.756
H 1.866 0.426 0.303
H 0.070 -1.241 1.290
H -0.179 -0.126 2.508
H -0.891 1.996 2.169
H -0.794 2.662 0.538
H -2.294 1.984 1.118
H -1.856 0.602 -1.109
H -0.704 -0.641 -1.015
H 0.800 1.871 -0.898
H -0.432 1.941 -2.144
H 0.448 -0.215 -2.905
H 1.854 0.179 -2.112
O -0.968 -4.999 -0.344
H -0.451 -4.828 -1.134
H -0.358 -5.334 0.315

***

DFT (ωB97M-V/def2-TZVPD) results for a molecular structure, H14O7Ti.

The calculation puts the energy above the lowest of the compared OMol25 structures with the same formula, charge and spin at 92.5 kcal per mole. As for the spin multiplicity: 4. The value obtained for the frontier orbital gap (spin up / spin down) is 6.29 / 9.55 eV. The calculation puts the LUMO energy (spin up / spin down) at -5.14 / -4.40 eV. The charge is +1.

Element x y z (Å)
Ti -0.379 0.370 -0.547
O 0.410 1.298 4.098
H 0.696 2.166 4.384
H 0.170 0.845 4.906
O -4.386 0.498 1.347
H -4.749 0.438 2.231
H -4.828 1.252 0.957
O 3.574 2.829 -1.735
H 4.224 3.290 -1.204
H 3.970 2.776 -2.605
O 0.046 -1.919 -4.024
H -0.179 -2.604 -3.395
H 0.704 -2.320 -4.591
O -1.991 -4.619 -0.237
H -2.609 -5.340 -0.354
H -1.351 -4.951 0.392
O -1.268 4.665 -0.762
H -1.477 4.848 0.154
H -0.471 5.167 -0.931
O 2.995 -2.734 0.451
H 3.675 -3.301 0.086
H 3.223 -2.653 1.377

***

DFT (ωB97M-V/def2-TZVPD) results for 20 unconnected molecules or ions with the total composition C17H64NO20 in a non-equilibrium geometry.

As for the spin multiplicity: 2. The value obtained for the frontier orbital gap (spin up / spin down) is 9.02 / 9.45 eV. The calculation puts the LUMO energy (spin up / spin down) at -0.05 / -0.51 eV.

Element x y z (Å)
C 2.103 -0.448 6.022
C 1.225 -1.272 5.781
C 0.332 -2.427 5.246
C -0.677 -2.056 4.073
C -0.388 -0.721 3.277
C 0.588 -0.907 1.993
C 1.987 -1.475 2.554
C 3.117 -1.565 1.468
C 4.120 -1.633 0.763
C 0.860 0.572 1.461
C 0.708 0.806 -0.098
C 0.229 2.345 -0.250
C 2.151 0.762 -0.737
N -0.333 0.012 -0.783
O -0.388 0.285 -2.058
C -0.307 -1.439 -0.512
C 0.756 -2.271 -1.404
C -1.743 -1.996 -1.007
C -0.172 -1.889 0.999
H 3.042 0.092 6.323
H 0.954 -3.329 4.905
H -0.283 -2.813 6.140
H -1.706 -1.932 4.554
H -0.779 -2.979 3.415
H -1.385 -0.412 2.806
H -0.065 0.162 3.901
H 1.864 -2.513 2.988
H 2.320 -0.731 3.351
H 5.060 -1.528 0.158
H 1.877 0.923 1.837
H 0.110 1.271 1.970
H 0.689 2.998 0.555
H 0.614 2.731 -1.254
H -0.893 2.446 -0.289
H 2.881 1.222 0.026
H 2.550 -0.263 -0.971
H 2.259 1.418 -1.665
H 0.218 -3.127 -1.912
H 1.559 -2.743 -0.745
H 1.301 -1.629 -2.155
H -2.577 -1.374 -0.545
H -1.842 -1.949 -2.138
H -1.868 -3.044 -0.608
H 0.354 -2.902 1.038
H -1.222 -2.098 1.395
O 3.934 2.770 1.663
H 4.035 3.558 2.210
H 4.780 2.321 1.728
O -3.925 -0.750 -3.211
H -4.499 0.012 -3.363
H -3.077 -0.482 -3.583
O 6.399 1.184 0.688
H 7.168 0.611 0.583
H 6.103 1.346 -0.218
O -0.903 -4.638 7.293
H -0.268 -5.339 7.104
H -0.895 -4.570 8.256
O 7.550 3.704 0.193
H 7.068 3.111 0.791
H 6.859 4.238 -0.215
O -0.232 4.788 2.058
H -0.701 4.173 2.635
H -0.939 5.306 1.647
O -2.348 2.120 3.279
H -2.414 1.387 2.655
H -1.969 1.719 4.071
O -6.014 0.205 -4.845
H -6.775 0.041 -4.275
H -6.049 -0.510 -5.494
O 4.243 -0.806 -3.032
H 3.396 -0.377 -3.206
H 4.163 -1.668 -3.462
O 1.097 0.817 9.210
H 0.340 0.507 9.720
H 1.044 0.318 8.384
O 1.027 5.765 -0.550
H 0.898 5.503 0.371
H 1.006 4.932 -1.034
O -6.346 -2.321 -6.832
H -5.490 -2.717 -7.045
H -6.789 -2.993 -6.300
O 1.383 -5.369 4.157
H 2.164 -5.930 4.068
H 1.095 -5.223 3.247
O -2.923 4.701 1.207
H -3.055 4.439 2.128
H -2.944 3.867 0.723
O -1.099 2.022 -4.705
H -1.158 1.297 -5.339
H -0.711 1.614 -3.918
O -4.706 -1.727 -9.120
H -5.164 -1.346 -8.362
H -5.418 -2.012 -9.705
O 5.179 -1.624 -5.528
H 5.277 -0.833 -4.981
H 6.036 -2.062 -5.462
O -3.547 4.357 -4.424
H -2.968 3.585 -4.487
H -3.047 4.980 -3.883
O -8.282 0.108 -8.017
H -9.163 -0.222 -7.805
H -7.686 -0.523 -7.596

***

DFT (ωB97M-V/def2-TZVPD) results for a single C2H10N6 molecule in a non-equilibrium geometry.

The calculation puts the energy above the lowest of the compared OMol25 structures with the same formula, charge and spin at 141.8 kcal per mole. Its SMILES is CNN/C(=N\N)NN. As for the spin multiplicity: 1. The value obtained for the frontier orbital gap is 9.20 eV. The calculation puts the LUMO energy at 0.89 eV.

Element x y z (Å)
C -1.315 -1.171 0.885
N -1.117 -1.154 -0.636
N 0.102 -0.478 -1.021
C 0.520 0.557 -0.186
N 1.754 0.718 0.156
N 2.618 -0.429 0.039
N -0.222 1.487 0.504
N -1.222 1.975 -0.376
H -0.212 -1.573 1.252
H -2.097 -2.223 1.140
H -1.737 -0.193 1.264
H -1.923 -0.691 -1.035
H 0.798 -1.174 -1.330
H 3.322 -0.500 0.790
H 3.263 -0.239 -0.911
H 0.570 2.011 0.885
H -2.180 1.494 -0.143
H -0.922 1.583 -1.276